1.
One molecule with the formula HPS2, computed with ωB97M-V/def2-TZVPD.

Cartesian coordinates (Å):
P: 1.439 -2.098 0.228
S: 3.632 0.792 -0.134
S: 1.816 0.167 0.671
H: 0.999 0.360 -0.351

Cartesian forces (eV/Å) of the 2 atoms listed first:
P 0.51 1.47 0.36
S -1.26 -0.66 0.65

Calculated values
relative energy (zero: lowest compared OMol25 entry of this formula, charge and spin): 64.8 kcal/mol
HOMO-LUMO gap (spin up / spin down): 6.1 / 5.9 eV
structure (SMILES): P#[SH]=S
net charge: 0
HOMO (spin up / spin down): -8.5 / -8.4 eV

2.
HfI3 as an isolated structure, computed with ωB97M-V/def2-TZVPD.

Cartesian coordinates (Å):
Hf: 0.547 -0.030 -0.375
I: -0.874 -1.400 -2.548
I: -1.023 -0.976 1.888
I: 1.350 2.405 1.035

Cartesian forces (eV/Å) of the 2 atoms listed first:
Hf -2.50 -0.18 2.15
I 1.49 1.53 1.88

Calculated values
relative energy (zero: lowest compared OMol25 entry of this formula, charge and spin): 4.1 kcal/mol
HOMO-LUMO gap: 6.3 eV
net charge: +1
HOMO: -13.7 eV

3.
An isolated ion of composition I2O4P and charge -1, computed with ωB97M-V/def2-TZVPD.

Cartesian coordinates (Å):
O: -0.179 1.822 0.982
O: 0.231 1.375 -1.574
O: 1.710 -0.706 0.282
O: -1.200 -0.163 -0.269
P: -0.105 0.980 -0.212
I: 1.020 -2.211 -0.626
I: -1.478 -1.098 1.419

Cartesian forces (eV/Å) of the 2 atoms listed first:
O 0.26 -0.18 0.30
O 0.25 0.04 -0.34

Calculated values
relative energy (zero: lowest compared OMol25 entry of this formula, charge and spin): 39.3 kcal/mol
HOMO-LUMO gap: 6.4 eV
net charge: -1
HOMO: -4.2 eV

4.
I4Y as an isolated structure, computed with ωB97M-V/def2-TZVPD.

Cartesian coordinates (Å):
Y: 1.168 3.656 -12.258
I: 2.078 2.660 -14.156
I: 2.931 3.179 -10.831
I: 1.877 5.785 -12.567
I: -1.036 3.924 -12.728

Cartesian forces (eV/Å) of the 2 atoms listed first:
Y -2.21 -6.02 4.86
I 3.79 -4.75 -8.86

Calculated values
relative energy (zero: lowest compared OMol25 entry of this formula, charge and spin): 258.8 kcal/mol
HOMO-LUMO gap: 7.3 eV
net charge: -1
HOMO: -4.5 eV

5.
IMn as an isolated structure, computed with ωB97M-V/def2-TZVPD.

Cartesian coordinates (Å):
Mn: -1.139 -1.484 0.553
I: 1.139 1.484 -0.553

Atomic forces in eV per Å
Mn 0.97 1.26 -0.47
I -0.97 -1.26 0.47

Calculated values
multiplicity: 6
relative energy (zero: lowest compared OMol25 entry of this formula, charge and spin): 70.8 kcal/mol
expectation value of S²: 8.777
HOMO-LUMO gap (spin up / spin down): 4.8 / 5.0 eV
net charge: +1
HOMO (spin up / spin down): -13.8 / -13.5 eV

6.
IO6V3 as an isolated structure, computed with ωB97M-V/def2-TZVPD.

Cartesian coordinates (Å):
O: -3.398 -1.056 -1.145
V: -2.458 -1.694 -0.132
O: -2.829 -3.209 0.096
O: 1.017 2.811 1.334
V: -0.290 1.931 1.467
O: -1.528 2.817 1.098
O: 3.087 0.828 -1.583
V: 2.674 -0.614 -1.279
O: 3.472 -1.178 -0.076
I: 0.254 -0.635 0.221

Cartesian forces (eV/Å) of the 2 atoms listed first:
O -0.68 0.04 -0.70
V 0.38 -2.01 1.21

Calculated values
relative energy (zero: lowest compared OMol25 entry of this formula, charge and spin): 12.9 kcal/mol
HOMO-LUMO gap: 9.3 eV
net charge: +2
HOMO: -19.7 eV